A molecular structure, C43H56BClN3O4P2SSiV. Source: the OMol25 dataset; level of theory: the ωB97M-V functional and the def2-TZVPD basis.

As for the total charge: -1. The spin multiplicity is 4. Its highest occupied orbital energy (spin up / spin down) is -0.1786 / -0.1781 hartree. Its expectation value of S² is 3.77.

Atoms and positions in Å:
V: 1.10 -1.12 1.75
C: 1.12 -4.30 1.46
P: 0.79 -3.11 0.10
C: -0.80 -3.58 -0.69
C: -1.11 -3.01 -1.92
C: -2.32 -3.29 -2.54
C: -3.24 -4.13 -1.93
C: -2.94 -4.69 -0.69
C: -1.73 -4.41 -0.07
C: 1.96 -3.72 -1.17
C: 2.91 -2.86 -1.72
C: 3.81 -3.32 -2.67
C: 3.76 -4.63 -3.10
C: 2.81 -5.50 -2.57
C: 1.91 -5.04 -1.62
C: 2.40 -3.78 2.06
C: 3.55 -4.40 2.46
C: 4.49 -3.37 2.76
C: 3.86 -2.18 2.52
C: 4.42 -0.80 2.39
P: 4.71 -0.49 0.58
C: 5.81 0.98 0.66
C: 5.48 2.17 1.32
C: 6.37 3.23 1.36
C: 7.62 3.12 0.75
C: 7.97 1.94 0.11
C: 7.06 0.88 0.06
C: 3.12 0.30 -0.01
C: 1.38 1.63 0.99
C: 0.37 1.99 -0.15
C: 0.98 2.09 -1.51
C: 2.16 1.63 -1.93
C: 3.19 0.89 -1.21
N: 2.58 -2.41 2.10
H: 1.24 -5.32 1.08
H: 0.28 -4.28 2.17
H: -0.40 -2.35 -2.40
H: -2.55 -2.84 -3.50
H: -4.18 -4.35 -2.41
H: -3.65 -5.34 -0.20
H: -1.51 -4.83 0.90
H: 2.94 -1.83 -1.39
H: 4.55 -2.64 -3.07
H: 4.47 -4.99 -3.84
H: 2.76 -6.52 -2.91
H: 1.16 -5.72 -1.23
H: 3.70 -5.47 2.52
H: 5.51 -3.49 3.08
H: 5.39 -0.73 2.87
H: 3.76 -0.04 2.81
H: 4.50 2.28 1.77
H: 6.10 4.15 1.87
H: 8.32 3.95 0.79
H: 8.93 1.85 -0.37
H: 7.33 -0.04 -0.44
H: 0.77 1.62 1.91
H: -0.09 2.94 0.12
H: 0.34 2.59 -2.23
H: 2.41 1.85 -2.97
H: 4.15 0.81 -1.72
O: 2.24 2.67 1.07
N: 1.97 0.30 0.83
Cl: -1.06 -1.87 2.19
B: 0.85 -0.33 6.28
C: 1.04 -0.36 4.71
N: 1.17 -0.35 3.56
H: 0.08 -1.23 6.55
H: 0.39 0.76 6.56
H: 1.95 -0.51 6.78
C: -4.72 1.30 -3.33
C: -3.20 1.27 -3.24
C: -2.69 -0.15 -3.07
C: -2.57 1.91 -4.48
O: -2.80 2.11 -2.14
Si: -2.66 1.80 -0.54
S: -0.91 0.68 -0.11
O: -2.53 3.23 0.22
C: -3.06 4.55 0.02
C: -2.02 5.33 -0.78
C: -4.39 4.51 -0.73
C: -3.25 5.14 1.40
O: -3.93 0.89 -0.10
C: -4.54 0.57 1.18
C: -4.71 -0.94 1.19
C: -3.67 1.03 2.34
C: -5.88 1.29 1.21
H: -5.07 0.67 -4.15
H: -5.07 2.32 -3.50
H: -5.15 0.94 -2.40
H: -3.00 -0.75 -3.93
H: -3.11 -0.62 -2.17
H: -1.61 -0.18 -2.98
H: -2.83 1.34 -5.37
H: -1.49 1.92 -4.38
H: -2.93 2.93 -4.59
H: -1.86 4.87 -1.75
H: -1.07 5.35 -0.24
H: -2.35 6.36 -0.93
H: -4.26 4.14 -1.74
H: -4.82 5.52 -0.78
H: -5.10 3.86 -0.21
H: -2.32 5.06 1.97
H: -4.03 4.60 1.95
H: -3.54 6.19 1.34
H: -3.74 -1.42 1.11
H: -5.34 -1.25 0.35
H: -5.18 -1.26 2.12
H: -2.70 0.52 2.34
H: -4.17 0.79 3.28
H: -3.50 2.10 2.31
H: -6.49 0.99 0.35
H: -5.74 2.37 1.17
H: -6.42 1.04 2.12

A molecular structure, C43H56Br2N4O9SSi4Ti. Source: the OMol25 dataset; level of theory: the ωB97M-V functional and the def2-TZVPD basis.

As for the total charge: -1. The spin multiplicity is 2. Its highest occupied orbital energy (spin up / spin down) is -0.1770 / -0.1873 hartree. Its expectation value of S² is 0.75.

Atoms and positions in Å:
Ti: 0.54 -0.71 0.82
C: 1.93 -3.40 1.82
O: 2.30 -2.15 1.17
C: 3.05 -2.39 0.03
C: 4.41 -2.48 0.10
C: 5.09 -2.88 -1.03
Br: 6.98 -3.04 -0.97
C: 4.42 -3.18 -2.20
C: 3.04 -3.04 -2.28
C: 2.35 -2.63 -1.15
O: 1.00 -2.48 -1.01
C: 2.38 -3.39 -3.57
N: 2.83 -4.29 -4.39
C: 1.94 -4.25 -5.47
C: 1.94 -4.99 -6.65
C: 0.95 -4.72 -7.58
C: -0.03 -3.74 -7.34
C: -0.05 -3.01 -6.17
C: 0.95 -3.30 -5.24
N: 1.25 -2.76 -4.00
H: 1.42 -3.11 2.73
H: 1.25 -3.96 1.18
H: 2.82 -3.97 2.04
H: 4.91 -2.25 1.03
H: 4.95 -3.52 -3.08
H: 0.43 -2.87 -1.69
H: 2.70 -5.74 -6.83
H: 0.94 -5.26 -8.52
H: -0.79 -3.55 -8.10
H: -0.82 -2.27 -5.97
H: 0.86 -1.90 -3.63
O: 2.43 2.61 -0.07
C: 1.66 1.72 0.12
O: 1.96 0.44 0.33
C: 0.08 1.93 0.16
O: -0.44 2.97 -0.18
O: -0.53 0.86 0.53
C: 3.01 0.67 5.86
Si: 2.82 -0.12 4.17
C: 3.88 0.89 3.02
C: 3.66 -1.80 4.32
Si: 0.63 -0.22 3.36
Si: -0.23 1.80 4.06
C: 0.87 3.21 3.51
C: -1.93 2.15 3.37
C: -0.39 1.99 5.93
Si: -0.50 -1.73 4.74
C: -0.75 -3.45 4.05
C: 0.34 -1.96 6.40
C: -2.25 -1.16 5.14
H: 4.07 0.66 6.16
H: 2.43 0.14 6.63
H: 2.67 1.71 5.85
H: 4.94 0.84 3.31
H: 3.57 1.94 3.03
H: 3.78 0.55 1.98
H: 4.64 -1.67 4.80
H: 3.82 -2.25 3.33
H: 3.08 -2.50 4.92
H: 1.09 3.16 2.44
H: 1.83 3.20 4.04
H: 0.38 4.17 3.70
H: -2.22 3.18 3.63
H: -1.93 2.06 2.28
H: -2.68 1.47 3.77
H: 0.56 1.76 6.43
H: -1.15 1.32 6.34
H: -0.67 3.02 6.17
H: 0.07 -4.13 4.32
H: -0.84 -3.44 2.96
H: -1.68 -3.87 4.46
H: 1.39 -2.27 6.28
H: -0.17 -2.72 7.01
H: 0.35 -1.01 6.97
H: -2.93 -1.37 4.31
H: -2.31 -0.08 5.35
H: -2.61 -1.69 6.03
C: -5.17 2.79 -3.75
C: -4.01 1.97 -3.20
C: -2.76 2.82 -3.06
N: -1.63 2.02 -2.58
C: -0.78 1.30 -3.27
S: 0.09 0.03 -2.58
N: -0.60 1.61 -4.63
C: -0.38 2.85 -5.24
O: -0.33 2.90 -6.45
C: -0.14 4.05 -4.38
C: -0.79 5.24 -4.71
C: -0.58 6.37 -3.94
C: 0.29 6.32 -2.85
C: 0.96 5.14 -2.54
C: 0.74 4.00 -3.31
H: -6.07 2.18 -3.86
H: -4.93 3.21 -4.73
H: -5.42 3.63 -3.08
H: -3.79 1.13 -3.87
H: -4.27 1.54 -2.23
H: -2.91 3.61 -2.33
H: -2.52 3.29 -4.01
H: -1.55 1.91 -1.57
H: -0.34 0.83 -5.20
H: -1.46 5.26 -5.56
H: -1.10 7.29 -4.18
H: 0.45 7.20 -2.24
H: 1.62 5.08 -1.69
H: 1.25 3.07 -3.05
Br: -6.94 1.29 0.75
C: -5.37 0.25 0.55
C: -5.20 -0.50 -0.61
C: -4.04 -1.25 -0.75
C: -3.07 -1.24 0.24
C: -3.25 -0.48 1.37
C: -4.41 0.28 1.54
C: -1.82 -2.07 0.04
O: -1.75 -2.81 -0.92
O: -0.88 -1.93 0.95
H: -5.97 -0.50 -1.37
H: -3.87 -1.85 -1.63
H: -2.47 -0.45 2.12
H: -4.56 0.88 2.43

A molecular structure, C43H56Cl2F3N4O3P3RuS. Source: the OMol25 dataset; level of theory: the ωB97M-V functional and the def2-TZVPD basis.

As for the total charge: +2. The spin multiplicity is 5. Its highest occupied orbital energy (spin up / spin down) is -0.5054 / -0.5028 hartree. Its expectation value of S² is 6.03.

Atoms and positions in Å:
Ru: -1.09 -0.28 0.16
C: -3.35 -2.22 2.11
C: -2.65 -1.28 3.08
P: -0.98 -0.81 2.52
C: -0.41 0.40 3.72
C: -1.26 1.42 4.15
C: -0.85 2.28 5.16
C: 0.40 2.12 5.74
C: 1.25 1.11 5.31
C: 0.85 0.25 4.29
C: 0.08 -2.26 2.72
C: -0.08 -3.09 3.83
C: 0.76 -4.17 4.01
C: 1.77 -4.44 3.09
C: 1.94 -3.61 2.00
C: 1.10 -2.52 1.81
P: -3.01 -1.79 0.35
C: -4.52 -1.17 -0.40
C: -4.75 -1.37 -1.76
C: -5.89 -0.85 -2.36
C: -6.79 -0.12 -1.60
C: -6.56 0.09 -0.24
C: -5.43 -0.44 0.36
C: -2.59 -3.35 -0.45
C: -3.58 -4.28 -0.77
C: -3.23 -5.51 -1.32
C: -1.90 -5.80 -1.56
C: -0.91 -4.88 -1.25
C: -1.26 -3.66 -0.70
H: -4.43 -2.21 2.27
H: -3.01 -3.24 2.24
H: -2.53 -1.76 4.06
H: -3.21 -0.36 3.23
H: -2.23 1.56 3.70
H: -1.51 3.06 5.49
H: 0.71 2.78 6.54
H: 2.22 0.98 5.77
H: 1.52 -0.54 3.98
H: -0.84 -2.89 4.57
H: 0.63 -4.81 4.87
H: 2.43 -5.28 3.24
H: 2.74 -3.80 1.29
H: 1.26 -1.86 0.96
H: -4.06 -1.95 -2.36
H: -6.07 -1.01 -3.41
H: -7.68 0.29 -2.06
H: -7.27 0.65 0.35
H: -5.25 -0.25 1.41
H: -4.63 -4.05 -0.59
H: -4.00 -6.23 -1.56
H: -1.63 -6.76 -1.99
H: 0.13 -5.12 -1.43
H: -0.47 -2.96 -0.44
Cl: -2.85 1.40 -3.62
C: -1.32 0.59 -3.57
Cl: -1.32 -0.84 -2.43
H: -0.53 1.24 -3.21
H: -1.09 0.14 -4.52
N: 0.63 0.35 -0.20
P: 1.89 0.96 -1.07
N: 1.23 2.05 -2.11
C: 0.17 2.95 -1.57
C: -0.17 4.01 -2.61
C: 1.03 4.94 -2.86
C: 2.35 4.17 -2.71
C: 2.16 2.71 -3.07
N: 2.99 1.50 0.01
C: 4.42 1.65 -0.38
C: 5.01 2.90 0.24
C: 4.98 2.82 1.77
C: 3.72 2.08 2.26
C: 2.59 2.19 1.26
N: 2.65 -0.15 -1.99
C: 2.10 -0.52 -3.32
C: 2.97 -1.60 -3.95
C: 2.92 -2.89 -3.13
C: 2.77 -2.58 -1.63
C: 3.39 -1.23 -1.30
H: 0.50 3.44 -0.65
H: -0.70 2.36 -1.32
H: -1.03 4.57 -2.26
H: -0.48 3.52 -3.54
H: 1.00 5.77 -2.16
H: 0.95 5.37 -3.86
H: 2.72 4.23 -1.68
H: 3.13 4.60 -3.35
H: 3.11 2.18 -3.07
H: 1.74 2.62 -4.08
H: 4.50 1.68 -1.46
H: 4.97 0.77 -0.04
H: 4.44 3.77 -0.11
H: 6.03 3.03 -0.12
H: 5.01 3.82 2.19
H: 5.87 2.30 2.13
H: 3.39 2.48 3.21
H: 3.94 1.02 2.42
H: 2.37 3.24 1.06
H: 1.67 1.74 1.63
H: 2.08 0.36 -3.95
H: 1.08 -0.89 -3.22
H: 4.00 -1.22 -4.01
H: 2.64 -1.77 -4.97
H: 3.83 -3.47 -3.30
H: 2.09 -3.51 -3.46
H: 3.23 -3.36 -1.03
H: 1.71 -2.54 -1.36
H: 4.44 -1.21 -1.62
H: 3.38 -1.04 -0.23
F: -4.64 3.31 -0.30
C: -3.49 3.66 0.26
F: -3.73 4.38 1.35
F: -2.78 4.37 -0.60
S: -2.55 2.15 0.73
O: -1.28 2.58 1.26
O: -2.39 1.43 -0.56
O: -3.39 1.42 1.65

Energy above the lowest of the compared OMol25 structures with the same formula, charge and spin for the records above, in order: 94.8; 0.0; 0.0 kJ/mol
F_max for the records above, in order: 1.33; 2.00; 0.45 eV/Å